Entry 1:
{
  "formula": "C2H8NO",
  "method": "the ωB97M-V functional and the def2-TZVPD basis",
  "e_lumo_ev": 4.58,
  "de_lowest_kcal_mol": 15.4,
  "e_homo_ev": -2.76,
  "total_charge": -1,
  "symbols": ["O", "H", "C", "N", "C", "H", "H", "H", "H", "H", "H", "H"],
  "xyz": [[1.361, -1.206, 1.171], [1.510, -1.123, 2.124], [-0.252, -0.318, -1.435], [0.043, 0.583, -0.330], [-1.108, 1.093, 0.426], [0.590, -0.460, -2.103], [-0.593, -1.283, -1.027], [-1.030, 0.152, -2.047], [0.594, -0.007, 0.356], [-0.808, 2.060, 0.834], [-1.435, 0.456, 1.257], [-1.855, 1.243, -0.372]],
  "lowdin_charge": [-0.5527, -0.1663, -0.1965, -0.2295, -0.1797, 0.0544, 0.0676, 0.0463, -0.0047, 0.0484, 0.0601, 0.0527]
}

---

Entry 2:
{
  "formula": "C4H5FN2O5S",
  "method": "the ωB97M-V functional and the def2-TZVPD basis",
  "e_lumo_ev": -0.93,
  "de_lowest_kcal_mol": 0.0,
  "smiles": "CC(=O)OC(=S)C[N+](=O)[O-].O=NF",
  "e_homo_ev": -9.51,
  "total_charge": 0,
  "symbols": ["C", "C", "O", "O", "C", "S", "C", "N", "O", "O", "H", "H", "H", "H", "H", "O", "N", "F"],
  "xyz": [[0.142, 2.464, -0.457], [-0.533, 1.146, -0.606], [-1.675, 0.955, -0.913], [0.338, 0.148, -0.276], [0.112, -1.177, -0.411], [-0.943, -1.888, -1.401], [1.065, -1.958, 0.469], [2.434, -1.385, 0.346], [3.151, -1.893, -0.475], [2.703, -0.447, 1.048], [1.169, 2.412, -0.811], [0.170, 2.704, 0.607], [-0.419, 3.233, -0.979], [0.745, -1.856, 1.512], [1.083, -3.002, 0.155], [-4.042, 0.113, 0.124], [-3.000, -0.207, 0.434], [-2.499, 0.638, 1.635]],
  "lowdin_charge": [0.0475, -0.4878, 0.0522, 0.0083, -0.7589, 0.8570, -0.0704, -0.4171, 0.1011, 0.0993, 0.0974, 0.1078, 0.0967, 0.1495, 0.1246, 0.1537, 0.0279, -0.1887]
}

---

Entry 3:
{
  "formula": "C2H3Pd",
  "method": "the ωB97M-V functional and the def2-TZVPD basis",
  "spin_multiplicity": 3,
  "e_lumo_ev": [-5.27, -8.57],
  "de_lowest_kcal_mol": 0.0,
  "e_homo_ev": [-15.31, -16.86],
  "total_charge": 1,
  "symbols": ["C", "H", "C", "H", "H", "Pd"],
  "xyz": [[0.128, 0.920, -0.049], [-0.567, 1.527, -0.615], [0.765, 0.296, 0.777], [1.187, -0.132, 1.677], [-1.065, -1.418, -1.551], [-0.448, -1.194, -0.240]],
  "lowdin_charge": [-0.0080, 0.0887, -0.0238, 0.0904, -0.0075, 0.8602]
}

---

Entry 4:
{
  "formula": "C5H17N2O",
  "method": "the ωB97M-V functional and the def2-TZVPD basis",
  "e_lumo_ev": -2.87,
  "de_lowest_kcal_mol": 37.6,
  "e_homo_ev": -13.39,
  "total_charge": 1,
  "symbols": ["N", "C", "C", "C", "N", "C", "C", "H", "H", "H", "H", "H", "H", "H", "H", "H", "H", "H", "H", "H", "H", "H", "H", "H", "O"],
  "xyz": [[-1.013, -1.257, 0.398], [-0.788, -0.464, 1.696], [-0.004, -1.151, 2.812], [0.040, 0.715, 1.222], [-0.443, 1.173, -0.128], [0.661, 1.155, -1.083], [-0.015, 1.499, -2.449], [-1.656, -2.016, 0.628], [-1.236, -0.495, -0.304], [-0.154, -1.784, 0.141], [-1.731, -0.089, 2.099], [-0.026, -0.469, 3.674], [1.087, -1.290, 2.716], [-0.336, -2.182, 2.906], [0.160, 1.520, 1.973], [1.095, 0.382, 1.040], [-1.027, 2.003, -0.107], [1.495, 1.907, -0.926], [1.260, 0.281, -1.025], [-1.111, 1.480, -2.450], [0.379, 1.081, -3.353], [0.056, 2.588, -2.620], [1.551, -0.870, -2.317], [0.685, -2.125, -2.630], [1.071, -1.595, -1.912]],
  "lowdin_charge": [0.2025, -0.3143, -0.0453, -0.1691, -0.0963, -0.2772, -0.0758, 0.1659, 0.1493, 0.1519, 0.1563, 0.1052, 0.0952, 0.0849, 0.1450, 0.1319, 0.1359, 0.1372, 0.0517, 0.0741, 0.0601, 0.0793, 0.0341, 0.0749, -0.0573]
}

---

Entry 5:
{
  "formula": "C5H11OS",
  "method": "the ωB97M-V functional and the def2-TZVPD basis",
  "e_lumo_ev": -3.69,
  "de_lowest_kcal_mol": 18.9,
  "e_homo_ev": -13.99,
  "total_charge": 1,
  "symbols": ["C", "C", "C", "C", "C", "O", "S", "H", "H", "H", "H", "H", "H", "H", "H", "H", "H", "H"],
  "xyz": [[0.549, -1.690, 0.086], [-0.618, -1.981, 0.973], [-0.430, 1.744, -1.456], [1.410, 1.562, 0.564], [-1.818, -1.507, 0.705], [0.366, -0.484, -0.657], [-0.185, 0.838, 0.077], [1.479, -1.641, 0.659], [0.653, -2.466, -0.678], [-0.427, -2.588, 1.842], [-1.380, 1.450, -1.894], [0.375, 1.495, -2.141], [-0.446, 2.810, -1.252], [1.299, 2.627, 0.727], [2.140, 1.374, -0.217], [1.736, 1.098, 1.490], [-2.049, -0.952, -0.184], [-2.654, -1.688, 1.357]],
  "lowdin_charge": [-0.2046, -0.1489, -0.1825, -0.1841, 0.0050, -0.4026, 1.1274, 0.1306, 0.1483, 0.1164, 0.0750, 0.0813, 0.0785, 0.0739, 0.0808, 0.0700, 0.0552, 0.0805]
}

---

Entry 6:
{
  "formula": "C5H4N2O",
  "method": "the ωB97M-V functional and the def2-TZVPD basis",
  "e_lumo_ev": -0.28,
  "de_lowest_kcal_mol": 57.1,
  "smiles": "N#CCC(=O)CC#N",
  "e_homo_ev": -10.93,
  "total_charge": 0,
  "symbols": ["N", "C", "C", "C", "O", "C", "C", "N", "H", "H", "H", "H"],
  "xyz": [[2.302, -0.666, -0.717], [1.430, -1.131, 0.110], [0.206, -1.257, 0.744], [-0.965, -0.530, -0.008], [-2.163, -0.956, -0.025], [-0.764, 0.669, -0.783], [-0.063, 1.741, -0.014], [0.521, 2.447, 0.691], [0.209, -2.334, 1.030], [0.298, -0.896, 1.754], [-1.734, 1.147, -1.098], [-0.287, 0.315, -1.604]],
  "lowdin_charge": [0.1558, -0.1943, -0.1262, -0.3097, 0.0715, -0.1167, -0.1826, 0.1620, 0.1500, 0.1346, 0.1602, 0.0954]
}